Entry 1:
Here is a cluster of 2 separate species, C5H7Br in total at a distorted geometry from the OMol25 dataset. Energies are from wB97M-V/def2-TZVPD.

ORCA input file:
```
! RIJCOSX wB97M-V def2-TZVPD def2/J DEFGRID3
* xyz 0 1
C 0.7154 0.6498 -1.4803
C -0.5914 0.7917 -1.4786
C 0.0240 -0.0859 -0.4515
C 0.2448 0.7780 1.7790
C -0.2278 -1.4545 -0.0243
Br -2.0956 1.4142 -2.1790
H 1.6819 0.7642 -1.9518
H -0.0300 1.8866 1.7653
H 1.2372 0.4315 1.4653
H -0.2867 0.2258 2.4785
H 0.4185 -1.7302 0.8019
H 0.1503 -2.0676 -0.8947
H -1.2404 -1.6037 0.1701
*
```

The calculation puts the lowest unoccupied orbital energy at 0.02533 Ha. For the frontier orbital gap, the calculation gives 7.589 eV. For the energy above the lowest of the compared OMol25 structures with the same formula, charge and spin, the calculation gives 113.4 kcal/mol. The calculation puts the HOMO energy at -6.90 eV.

Entry 2:
Here is a structure of composition CH3NOP2S at a distorted geometry from the OMol25 dataset. Energies are from wB97M-V/def2-TZVPD.

ORCA input file:
```
! RIJCOSX wB97M-V def2-TZVPD def2/J DEFGRID3
* xyz 0 1
C 0.9428 0.8173 -0.6085
N -0.0891 1.4249 -0.1491
O -1.9600 -0.1625 0.4294
P -1.6036 1.3110 0.2052
P -0.6710 -2.0104 0.6344
S 0.7260 -1.3364 -0.5981
H 1.1717 0.6557 -1.6811
H 1.7790 0.7125 0.0145
H -0.2959 -1.4122 1.7533
*
```

The calculation puts the lowest unoccupied orbital energy at -0.04077 Ha. For the frontier orbital gap, the calculation gives 7.707 eV. For the energy above the lowest of the compared OMol25 structures with the same formula, charge and spin, the calculation gives 46.0 kcal/mol. The calculation puts the HOMO energy at -8.82 eV.

Entry 3:
Here is a structure of composition C3H4N2O2 at a distorted geometry from the OMol25 dataset. Energies are from wB97M-V/def2-TZVPD.

ORCA input file:
```
! RIJCOSX wB97M-V def2-TZVPD def2/J DEFGRID3
* xyz 0 1
C 1.0771 0.0274 -0.0827
C -0.5317 1.2976 0.0044
C -1.1369 -0.0496 -0.0586
H 1.8898 -2.0631 -0.3884
H 2.9491 -0.3671 1.6784
H -0.9104 2.2846 0.0382
H -3.1059 -0.1274 -0.6484
N 2.3146 -0.6271 -0.0843
N 0.8851 1.2546 -0.0386
O -2.3028 -0.6311 0.2495
O -0.1562 -0.8405 -0.1242
*
```

The calculation puts the lowest unoccupied orbital energy at -0.05487 Ha. For the frontier orbital gap, the calculation gives 6.400 eV. For the energy above the lowest of the compared OMol25 structures with the same formula, charge and spin, the calculation gives 246.0 kcal/mol. The calculation puts the HOMO energy at -7.89 eV.

Entry 4:
Here is a cluster of 2 separate species, C10H14N2O2 in total at a distorted geometry from the OMol25 dataset. Energies are from wB97M-V/def2-TZVPD.

ORCA input file:
```
! RIJCOSX wB97M-V def2-TZVPD def2/J DEFGRID3
* xyz 0 1
H 1.5743 1.4946 -2.1538
N 1.7333 2.0362 -1.3206
C 1.3903 1.4911 -0.2768
C 0.8747 0.2687 0.4225
O 1.5238 -0.9953 0.4243
C 0.4605 -2.0153 0.1200
C -0.9015 -1.2257 0.4900
C -2.1600 -1.9914 0.6824
C -0.6014 0.0518 0.6348
O -1.2292 1.0927 1.0348
C -0.2909 2.1158 1.3736
C 1.1753 1.5889 1.1574
C 2.0575 1.7143 2.3887
H 0.5733 -2.9603 0.6366
H 0.5055 -2.2475 -0.9857
H -2.5293 -2.1855 -0.3338
H -2.8997 -1.5292 1.2677
H -1.8940 -3.0005 1.0715
H -0.5062 2.4604 2.4051
H -0.4408 2.9249 0.5979
H 2.3429 2.7457 2.5574
H 3.0308 1.1933 2.1496
H 1.4598 1.0980 3.1429
C -1.1633 -0.9963 -3.8748
N -1.1194 -0.8067 -2.6300
H -1.1095 -0.3156 -4.7143
H -1.1365 -2.0480 -4.0351
H -0.7204 0.0408 -2.2324
*
```

The calculation puts the lowest unoccupied orbital energy at 0.02936 Ha. For the frontier orbital gap, the calculation gives 8.632 eV. As for the SMILES: [H]/N=C1\[C@]23OCC(C)=C2OC[C@]13C.C=N. For the energy above the lowest of the compared OMol25 structures with the same formula, charge and spin, the calculation gives 100.1 kcal/mol. The calculation puts the HOMO energy at -7.83 eV.

Entry 5:
Here is a structure of composition C37H41AsN3O2PReSeSi at a distorted geometry from the OMol25 dataset. Energies are from wB97M-V/def2-TZVPD.

ORCA input file:
```
! RIJCOSX wB97M-V def2-TZVPD def2/J DEFGRID3
* xyz 2 2
Re -1.4559 0.8339 1.4856
N -1.2664 1.6249 3.7507
C 0.1576 1.7620 4.1061
C 0.9159 2.1321 2.8584
O 2.0199 2.5487 2.8390
O 0.1590 1.9198 1.7453
H -1.7216 2.5329 3.7796
H -1.7534 1.0145 4.3960
H 0.5397 0.7989 4.4442
H 0.3522 2.5083 4.8717
C -5.7686 0.8078 1.0504
Si -5.4181 -0.2738 2.5009
C -5.6992 0.5352 4.1257
C -5.9489 -2.0267 2.3373
Se -2.9408 -0.6065 2.5635
H -6.8271 1.0926 1.0673
H -5.5784 0.2923 0.1068
H -5.1796 1.7245 1.0908
H -6.7733 0.5356 4.3420
H -5.3564 1.5715 4.1264
H -5.1991 -0.0031 4.9342
H -7.0229 -2.1123 2.5328
H -5.4269 -2.6619 3.0567
H -5.7532 -2.4066 1.3330
N -4.6810 0.4794 -5.1957
C -4.3025 0.5154 -4.1115
C -3.8066 0.5602 -2.7619
C -3.6257 1.7752 -2.1136
C -3.1014 1.7705 -0.8428
N -2.7446 0.6384 -0.2063
C -2.9749 -0.5419 -0.8153
C -3.5012 -0.6177 -2.0853
H -3.8756 2.7106 -2.5948
H -2.9761 2.6948 -0.2965
H -2.7319 -1.4334 -0.2601
H -3.6631 -1.5833 -2.5448
C 1.9857 0.2758 -0.0262
C 2.7183 1.5736 -0.3187
As 4.6851 1.2934 -0.2960
C 4.7383 0.1297 1.2727
C 4.8845 0.7490 2.5108
C 4.9109 -0.0094 3.6753
C 4.8024 -1.3918 3.6084
C 4.6559 -2.0163 2.3761
C 4.6275 -1.2597 1.2098
C 4.7983 -0.0212 -1.7322
C 3.8524 -0.1216 -2.7501
C 4.0310 -1.0212 -3.7966
C 5.1659 -1.8156 -3.8453
C 6.1237 -1.7085 -2.8459
C 5.9442 -0.8125 -1.8015
P 0.1657 0.1908 -0.2986
C -0.1598 1.3235 -1.6858
C -0.2802 0.9521 -3.0244
C -0.4447 1.9189 -4.0100
C -0.4948 3.2630 -3.6747
C -0.3966 3.6442 -2.3419
C -0.2304 2.6833 -1.3558
C -0.0219 -1.5809 -0.6725
C -0.3110 -2.4046 0.4220
C -0.2996 -3.7852 0.2923
C -0.0152 -4.3625 -0.9367
C 0.2872 -3.5572 -2.0257
C 0.3043 -2.1754 -1.8947
H 2.1839 -0.0555 0.9955
H 2.3318 -0.5196 -0.6897
H 2.5119 2.3372 0.4281
H 2.4799 1.9744 -1.3020
H 4.9823 1.8270 2.5661
H 5.0384 0.4808 4.6333
H 4.8538 -1.9841 4.5138
H 4.5725 -3.0957 2.3199
H 4.5207 -1.7550 0.2528
H 2.9744 0.5168 -2.7516
H 3.2888 -1.0904 -4.5846
H 5.3139 -2.5015 -4.6696
H 7.0211 -2.3137 -2.8880
H 6.7036 -0.7232 -1.0332
H -0.2725 -0.0830 -3.3177
H -0.5241 1.6129 -5.0461
H -0.6007 4.0119 -4.4490
H -0.4367 4.6912 -2.0696
H -0.1208 3.0057 -0.3265
H -0.5458 -1.9650 1.3821
H -0.5028 -4.4114 1.1520
H -0.0147 -5.4396 -1.0445
H 0.5352 -4.0035 -2.9806
H 0.6093 -1.5832 -2.7409
*
```

The calculation puts the lowest unoccupied orbital energy (spin up / spin down) at -0.29699 / -0.28047 Ha. The expectation value of S² is 1.0446. For the frontier orbital gap (spin up / spin down), the calculation gives 4.181 / 4.630 eV. For the energy above the lowest of the compared OMol25 structures with the same formula, charge and spin, the calculation gives 42.5 kcal/mol. The calculation puts the HOMO energy (spin up / spin down) at -12.26 / -12.26 eV.

Entry 6:
Here is a structure of composition C11H20N4PZn at a distorted geometry from the OMol25 dataset. Energies are from wB97M-V/def2-TZVPD.

ORCA input file:
```
! RIJCOSX wB97M-V def2-TZVPD def2/J DEFGRID3
* xyz -1 1
C -0.1139 0.1035 -3.6055
C -1.0729 -0.8077 -4.1492
C -0.7002 -2.1123 -3.7328
C 0.5236 -2.0371 -3.0085
C 0.8835 -0.6630 -2.9030
Zn 0.1976 1.8415 -0.7793
P -0.5456 3.7736 -1.5212
H -0.1337 1.1920 -3.7033
H -1.9507 -0.5328 -4.7364
H -1.2423 -3.0306 -3.9692
H 1.7742 -0.2623 -2.4065
H 1.0773 -2.8735 -2.5753
H -1.8289 4.0236 -0.9171
H -0.8557 3.7695 -2.9206
H 0.1173 5.0418 -1.3583
C 0.1141 1.3818 1.9043
N 0.2581 0.5157 0.6647
C -0.9172 -0.4250 0.6025
N -1.0221 -1.2331 1.8401
C -1.1209 -0.3298 3.0166
N 0.0566 0.5705 3.1340
C 1.3063 -0.2347 3.1885
N 1.4270 -1.1636 2.0398
C 1.4639 -0.3709 0.7850
C 0.2206 -2.0222 2.0194
H -0.8275 1.9438 1.8281
H 0.9770 2.0597 1.9776
H -0.7656 -1.0976 -0.2548
H -1.8377 0.1611 0.4805
H -1.1760 -0.9586 3.9182
H -2.0279 0.2872 2.9277
H 2.1658 0.4547 3.1898
H 1.3002 -0.8230 4.1148
H 1.4454 -1.0750 -0.0601
H 2.3792 0.2323 0.7776
H 0.1444 -2.5444 2.9846
H 0.3066 -2.7551 1.2073
*
```

The calculation puts the lowest unoccupied orbital energy (spin up / spin down) at 0.09404 / 0.09425 Ha. For the frontier orbital gap (spin up / spin down), the calculation gives 3.611 / 4.045 eV. For the energy above the lowest of the compared OMol25 structures with the same formula, charge and spin, the calculation gives 18.1 kcal/mol. The calculation puts the HOMO energy (spin up / spin down) at -1.05 / -1.48 eV.